Below is the molecule C4H8O, with properties calculated with ωB97M-V with the def2-TZVPD basis set.

XYZ file:
```
13
Properties=species:S:1:pos:R:3:forces:R:3
O 1.817 0.727 -0.219 0.172 0.019 0.191
C 0.800 -0.232 -0.408 -0.571 -0.312 0.162
C -0.003 -0.587 0.865 0.179 -0.167 0.285
C -1.226 0.208 0.365 -0.021 0.026 -0.024
C -0.480 0.421 -0.974 0.062 0.110 -0.340
H 2.442 0.352 0.414 0.000 0.158 -0.141
H 1.196 -1.113 -0.932 -0.112 0.208 -0.137
H 0.468 -0.217 1.775 -0.053 -0.067 0.127
H -0.193 -1.657 0.956 0.039 0.016 0.096
H -1.431 1.127 0.920 0.099 -0.121 -0.096
H -2.158 -0.363 0.303 0.193 0.094 -0.023
H -0.314 1.460 -1.255 -0.048 -0.051 -0.088
H -0.920 -0.124 -1.810 0.062 0.086 -0.010
```
Forces are in eV/Å.

As for the maximum force: 0.01304 hartree/bohr. Its total charge is 0. The calculation puts the total energy at -6324.1968 eV. The LUMO energy comes out at 0.0391 hartree. The calculation puts the orbital gap at 10.99 eV.